{
  "formula": "C3H6N2",
  "method": "ωB97M-V/def2-TZVPD",
  "max_force_ev_per_a": 0.83,
  "orbital_gap_ev": 10.3,
  "lumo_ev": 1.196,
  "relative_energy_kcal_mol": 64.7,
  "e_homo_ev": -9.128,
  "multiplicity": 1,
  "e_tot_ha": -227.3218,
  "smiles": "C=NN1CC1",
  "elements": ["C", "C", "C", "H", "H", "H", "H", "H", "H", "N", "N"],
  "positions_angstrom": [[1.9227, 0.0426, -0.0352], [-1.3709, -0.6872, 0.1223], [-0.9021, 0.7227, -0.0582], [1.8342, 1.1269, -0.2347], [2.8893, -0.3107, 0.3572], [-1.1722, -1.1561, 1.0774], [-2.2129, -1.0774, -0.4122], [-1.4153, 1.4007, -0.7406], [-0.3720, 1.1735, 0.7869], [1.0073, -0.8325, -0.1844], [-0.2081, -0.4025, -0.6783]],
  "atomic_forces_ev_per_a": [[0.29, -0.19, 0.27], [0.46, -0.03, 0.21], [0.28, 0.01, 0.09], [-0.25, -0.55, -0.01], [-0.51, 0.12, -0.35], [-0.04, 0.08, 0.11], [-0.37, -0.02, -0.20], [0.16, -0.16, 0.24], [-0.33, -0.05, -0.23], [0.48, 0.57, 0.37], [-0.18, 0.22, -0.53]]
}